C20H77INO36PS | ωB97M-V/def2-TZVPD

Each line ends with the Mulliken charge.
Atoms and positions in Å:
O 6.945 -2.813 -1.821  -0.47
H -6.661 2.409 -2.449  0.32
O 3.182 -2.950 -2.095  -0.56
O 1.266 -3.243 -5.717  -0.71
H -7.991 2.134 -1.779  0.31
H 5.226 -1.494 4.356  0.27
O 3.023 0.138 -1.628  -1.06
O -4.633 1.672 2.851  -0.48
C -1.470 3.789 -0.132  0.48
H 0.416 -4.903 -3.222  0.36
H 6.327 -2.590 8.345  0.31
H 0.410 5.566 -4.280  0.32
H 4.642 -0.456 -3.109  0.35
I -1.608 -1.963 2.259  0.08
H 2.929 0.851 0.255  0.65
C -3.313 -2.114 -0.421  -0.29
H -2.107 -6.674 0.713  0.30
H 1.894 1.548 1.155  0.16
H 4.622 4.519 3.391  0.36
H -3.721 1.971 2.762  0.25
H -2.795 -4.478 -2.592  0.32
C 4.251 -3.186 -0.034  -1.38
H -10.139 0.561 3.108  0.26
C -2.143 2.467 -2.383  -1.02
O -0.356 5.958 -3.850  -0.67
H -4.740 -3.829 0.786  0.34
O -2.551 5.901 4.585  -0.64
C -1.778 -4.760 -2.388  -2.04
O 4.928 2.632 2.741  -0.57
H -1.325 -2.900 -3.259  -0.02
H -3.702 4.772 -4.112  0.33
H -2.215 7.199 1.358  0.31
H -3.037 5.512 3.848  0.34
H 0.332 -2.806 -0.983  -0.73
O -5.110 1.139 -2.651  -0.67
H -4.847 4.901 -5.102  0.30
O -3.809 4.948 1.867  -0.61
H -1.761 -5.170 -1.396  0.65
O -1.678 2.927 0.673  -0.50
H -6.645 3.140 5.547  0.27
C -3.398 -2.193 1.092  -0.48
H 0.426 -3.316 -6.177  0.30
H 7.393 2.259 0.101  0.31
H 1.122 -1.828 -2.862  -0.37
H 0.444 3.128 -0.674  0.18
O 4.644 5.450 3.653  -0.61
H 6.427 -1.596 5.280  0.32
H -7.679 -1.292 3.064  0.33
H -4.780 0.395 -3.165  0.36
O 6.186 -1.450 4.358  -0.57
H 3.935 -4.130 0.377  0.42
H 5.174 -3.354 -0.548  0.30
H -4.042 -1.444 1.489  0.62
H -8.110 -2.170 -1.919  0.28
H 6.215 2.955 0.784  0.32
O 5.311 -0.648 -3.775  -0.79
H -4.464 -3.407 2.414  0.50
H 2.295 -2.451 2.995  0.29
O 5.115 -0.141 0.256  -0.33
O 0.997 1.901 -3.430  -0.61
H 5.113 0.011 -6.994  0.30
P -4.527 1.044 -1.139  1.69
H -7.171 -1.273 1.638  0.31
C -0.369 3.653 -1.153  -0.76
O -1.412 6.832 1.739  -0.60
H -4.308 -2.095 -0.813  0.69
O 2.065 -3.175 3.586  -0.60
O -3.896 5.013 -5.024  -0.62
O -9.399 0.133 2.666  -0.57
H 6.388 0.632 -0.984  0.32
H 7.924 -3.380 6.679  0.32
O 2.831 1.341 1.086  -0.72
C 3.266 -2.608 -0.942  1.10
H 5.615 2.081 3.131  0.31
H 7.157 -1.668 0.752  0.29
H -4.638 4.469 1.776  0.21
H -2.065 4.699 -0.099  0.39
C 1.045 -0.840 -2.431  -1.77
O 6.078 -2.317 7.456  -0.63
H -5.025 3.017 -0.801  0.31
O -6.026 3.106 4.812  -0.58
H 6.581 -3.287 -2.575  0.27
C -0.712 -2.800 -1.198  -1.51
H 4.498 -2.562 0.801  0.35
C -2.906 0.230 -1.335  -0.12
N -0.805 2.959 -2.385  0.33
O 7.145 2.743 0.899  -0.63
C -0.857 -3.564 -2.548  0.82
H 6.687 0.317 -2.433  0.32
H 4.878 0.591 0.833  0.13
H 5.129 -2.466 7.420  0.29
H 1.236 -0.143 -3.216  1.20
H -3.188 -6.933 -0.323  0.26
H 7.796 -3.231 -1.659  0.24
C 2.179 -0.724 -1.486  0.90
O 2.356 -1.626 -0.464  -0.10
C -0.351 -0.548 -1.945  1.13
H -9.803 -0.495 2.060  0.32
O -4.195 2.524 -0.737  -0.26
O 0.417 -3.974 -2.999  -0.50
C -0.760 0.686 -2.180  -0.60
H -5.192 2.834 5.207  0.31
H 4.362 2.019 2.260  0.21
O -3.087 3.100 -2.772  -0.49
H 1.048 -3.381 -4.783  0.39
H 5.941 -0.141 -5.721  0.37
H 1.755 -2.739 4.385  0.31
H -1.676 6.568 2.629  0.31
C -1.203 -1.411 -1.384  1.22
H 9.399 -3.558 6.344  0.32
H -1.535 -5.564 -3.068  0.56
H -5.157 2.478 2.818  0.25
H 4.852 -1.210 -4.410  0.32
H -2.900 -3.044 -0.762  -0.81
C -0.019 1.865 -2.782  -0.41
C -3.970 -3.542 1.477  -1.44
O 7.121 0.563 -1.607  -0.67
O -7.186 -2.128 -1.655  -0.59
H -7.046 -1.209 -1.388  0.24
H -1.276 -3.339 -0.472  1.18
H 3.736 5.749 3.561  0.31
S -5.836 0.421 0.118  -0.25
H -0.017 4.639 -1.403  0.51
O 6.015 0.045 -6.665  -0.63
H 4.484 -0.077 -0.471  0.41
O -2.780 -6.228 0.189  -0.58
O -7.455 2.851 -2.131  -0.66
H 6.993 -1.971 2.236  0.31
H -3.231 6.148 5.217  0.31
C -2.013 1.038 -1.896  0.96
O 8.600 -4.052 6.546  -0.63
H -3.119 4.301 1.664  0.37
C -2.464 -1.059 -1.046  0.33
O 7.039 -2.398 1.371  -0.63
H -3.212 -4.288 1.597  0.39
H -0.825 5.206 -3.475  0.36
O -7.581 -1.853 2.288  -0.68

The value obtained for the total energy is -125415.317 eV. For the highest occupied orbital energy, the calculation gives -9.8 eV. Its frontier orbital gap is 0.3104 Eh.